Formula: C24H64B5F20N4O8
Source: the OMol25 dataset
Level of theory: wB97M-V/def2-TZVPD

```
125
Properties=species:S:1:pos:R:3:mulliken_charge:R:1
C -0.808 4.741 3.975 -0.885
O -0.870 3.506 3.145 -0.180
C -1.194 3.765 1.805 0.836
C -0.024 4.117 0.942 -0.725
N 1.102 3.101 1.025 1.397
H 1.076 2.845 2.001 0.457
H 0.834 2.269 0.519 -0.925
C 2.439 3.664 0.544 -0.530
C 3.533 2.811 1.217 -0.484
O 3.286 2.813 2.610 -0.322
C 4.236 1.989 3.337 -0.819
H 0.138 5.225 3.735 0.312
H -0.607 4.391 4.988 0.275
H -1.650 5.434 3.955 0.330
H -1.919 4.571 1.692 0.600
H -1.657 2.926 1.286 -1.015
H 0.415 5.078 1.211 0.588
H -0.239 4.269 -0.115 -0.061
H 2.570 4.739 0.660 0.491
H 2.438 3.521 -0.537 0.165
H 4.498 3.226 0.926 0.517
H 3.609 1.804 0.806 0.184
H 4.198 1.001 2.880 0.333
H 3.999 1.918 4.399 0.253
H 5.260 2.350 3.243 0.338
C -1.032 -3.874 -0.272 -0.827
O -1.586 -3.434 0.960 0.038
C -1.666 -4.528 1.857 -0.627
C -1.346 -4.054 3.303 -0.614
N 0.156 -3.519 3.517 0.012
H 0.207 -3.042 4.406 0.461
H 0.817 -4.275 3.628 0.456
C 0.631 -2.360 2.608 0.923
C 1.714 -1.560 3.304 0.320
O 1.347 -1.290 4.645 -0.595
C 0.960 0.102 4.776 -0.265
H 0.000 -4.192 -0.128 0.672
H -1.003 -3.240 -1.158 -0.244
H -1.562 -4.580 -0.912 0.311
H -0.891 -5.262 1.634 0.456
H -2.590 -5.098 1.756 0.492
H -1.620 -4.749 4.096 0.552
H -2.023 -3.264 3.629 0.100
H -0.332 -1.877 2.448 -1.064
H 1.156 -2.821 1.771 -0.161
H 1.954 -0.656 2.743 -0.215
H 2.618 -2.165 3.231 0.378
H 0.633 0.123 5.815 0.437
H 0.022 0.251 4.241 0.025
H 1.684 0.873 4.511 0.009
C 5.915 -1.023 -2.582 -0.881
O 4.619 -0.775 -2.932 -0.372
C 3.607 -1.708 -2.480 -0.348
C 2.204 -1.057 -2.722 0.255
N 2.065 -1.071 -4.266 0.095
H 2.778 -0.486 -4.679 0.444
H 2.163 -2.043 -4.523 0.540
C 0.642 -0.804 -4.876 -1.222
C -0.037 0.396 -4.277 0.762
O 0.948 1.374 -3.807 -0.484
C 0.498 2.633 -3.277 -0.354
H 6.559 -0.333 -3.127 0.289
H 6.287 -2.044 -2.673 0.351
H 6.158 -0.859 -1.532 0.288
H 3.761 -1.914 -1.421 0.270
H 3.638 -2.676 -2.980 0.415
H 1.931 -0.157 -2.172 -0.229
H 1.492 -1.788 -2.340 -0.190
H 0.000 -1.669 -4.715 0.409
H 0.660 -0.775 -5.965 0.400
H -0.620 0.033 -3.431 -0.846
H -0.727 0.967 -4.898 0.761
H -0.420 2.485 -2.708 -0.025
H 0.273 3.446 -3.967 0.449
H 1.308 3.003 -2.648 0.060
C -3.776 2.359 -0.988 -0.273
O -4.229 1.327 -1.950 -0.476
C -3.486 0.097 -1.910 -0.233
C -3.252 -0.516 -0.436 0.818
N -4.633 -0.928 0.230 0.029
H -5.114 -0.051 0.371 0.533
H -5.304 -1.351 -0.396 0.463
C -4.665 -1.669 1.593 -1.144
C -3.710 -1.007 2.509 0.492
O -4.090 0.360 2.525 -0.507
C -3.052 1.170 3.045 -0.503
H -2.696 2.474 -1.091 -0.049
H -3.959 2.016 0.030 0.069
H -4.272 3.326 -1.071 0.416
H -2.565 0.159 -2.491 -0.009
H -3.992 -0.580 -2.598 0.576
H -2.678 0.141 0.217 -0.646
H -2.570 -1.366 -0.473 -0.360
H -4.350 -2.712 1.598 0.303
H -5.704 -1.612 1.918 0.478
H -2.745 -1.123 2.015 -0.658
H -3.812 -1.444 3.502 0.889
H -2.274 1.127 2.282 -0.103
H -2.746 0.942 4.066 0.375
H -3.305 2.228 3.112 0.345
B 0.001 0.435 -0.086 0.947
F -0.554 1.570 -0.578 -0.890
F -0.188 -0.637 -0.950 -0.335
F 1.378 0.761 -0.068 -0.682
F -0.503 0.105 1.106 0.108
B -1.240 6.808 -1.057 0.524
F -2.265 5.896 -1.129 -0.345
F -1.598 7.878 -1.792 -0.349
F -0.941 7.260 0.234 -0.417
F -0.031 6.312 -1.544 -0.401
B 1.277 -4.844 -3.588 0.295
F -0.086 -4.847 -3.453 -0.402
F 1.523 -3.911 -4.630 -0.471
F 1.759 -4.395 -2.426 -0.089
F 1.707 -6.145 -3.874 -0.344
B -3.027 -1.065 -6.222 0.490
F -2.758 -1.653 -4.970 -0.303
F -2.663 0.274 -6.270 -0.404
F -2.410 -1.853 -7.165 -0.400
F -4.346 -1.154 -6.495 -0.356
B 3.859 -4.152 1.557 0.269
F 3.563 -3.042 0.708 -0.131
F 2.774 -4.979 1.736 -0.381
F 4.789 -4.966 0.894 -0.387
F 4.350 -3.763 2.792 -0.369
```

As for the charge: -1. The calculation puts the HOMO-LUMO gap at 8.227 eV. The HOMO energy comes out at -0.28442 Eh. As for the energy relative to the best compared isomer or geometry (same formula, charge and spin): 142.9 kcal/mol.